No. 1
A cluster of 7 separate species, C48H59F6IN3O3P2S2Si in total at a distorted geometry. Source: the Open Molecules 2025 dataset; level of theory: ωB97M-V/def2-TZVPD.

Element x y z (Å)
I (-3.2456, 0.1819, 0.4847)
S (-0.8352, 3.9467, -2.2384)
S (2.0888, 0.5927, 1.5204)
P (0.8973, 0.3674, -1.8736)
P (-1.6018, 2.2063, -1.7845)
Si (4.3303, 4.1577, 0.8628)
F (-0.5831, -11.2032, 0.0965)
F (-5.5559, -6.9476, -2.1740)
F (3.9628, 5.1383, -8.3727)
F (6.6820, 8.3904, 2.1923)
F (-2.8454, 3.9829, 0.6297)
F (1.0976, -4.8726, -1.6112)
O (-0.2155, -0.2046, -2.9234)
O (2.7043, 3.8198, 1.1501)
O (-1.0843, -1.7696, 2.3787)
N (1.4624, 1.6259, -2.8122)
N (-0.4709, -1.0817, 0.2448)
N (0.3430, 2.2680, 0.0960)
C (0.6452, 1.6930, 1.4918)
C (0.8905, 2.8598, 2.4604)
C (-1.4617, -8.0050, -0.9202)
C (5.9668, 8.9100, 3.2149)
C (4.0685, 10.1141, 3.9863)
C (-4.2439, 6.8109, -1.1400)
C (4.7976, 9.5855, 2.9307)
C (3.0885, 4.3678, -7.7029)
C (0.7825, -7.1230, -0.9650)
C (-6.2112, -7.3301, -1.0530)
C (6.4334, 8.7426, 4.5025)
C (-1.1819, -10.7463, 2.3239)
C (-1.0934, -5.7230, -1.5765)
C (4.5132, 9.9649, 5.2927)
C (-3.6998, 5.5557, -0.9083)
C (-2.8124, -12.1552, 3.4003)
C (-1.0284, 0.2373, 0.4280)
C (5.5015, 2.9329, 1.6297)
C (-1.9607, -6.7800, -1.3400)
C (-0.0962, -8.1738, -0.7335)
C (-1.1407, -1.9527, -0.7497)
C (2.6108, 2.9157, -5.8837)
C (4.7579, 5.8236, 1.5444)
C (-0.4370, 1.2233, -0.6815)
C (-2.9241, -12.9144, 2.2436)
C (4.5750, 4.0993, -0.9796)
C (5.6941, 9.2808, 5.5462)
C (-7.5298, -8.1116, 1.2234)
C (0.7849, -2.8920, 1.3752)
C (-7.6881, -8.8296, 0.0460)
C (2.2745, 3.5301, 2.4773)
C (3.5201, 3.7066, -6.5705)
C (-6.7029, -6.9976, 1.2477)
C (1.7937, 4.2681, -8.1728)
C (-6.0309, -6.5966, 0.1015)
C (-2.1738, -12.5992, 1.1200)
C (-7.0266, -8.4411, -1.1099)
C (-0.6536, 0.9652, 1.7509)
C (-4.1128, 7.3194, 1.2056)
C (-1.3180, -11.5202, 1.1902)
C (0.2574, -5.9195, -1.3841)
C (-3.5710, 6.0665, 1.4567)
C (1.3036, 2.7939, -6.3342)
C (-3.3795, 5.2186, 0.3883)
C (-4.4498, 7.6922, -0.0877)
C (0.8986, 3.4695, -7.4774)
C (-0.3241, -1.8883, 1.4432)
C (-1.9436, -11.0738, 3.4368)
H (1.2391, 2.5800, -0.2937)
H (4.5452, 3.8139, -6.2440)
H (0.3411, -3.8926, 1.4460)
H (-4.8728, 8.6689, -0.2760)
H (-2.1354, -8.8308, -0.7363)
H (0.2854, -9.1277, -0.4032)
H (2.1451, 4.4743, 3.0197)
H (-1.5725, -1.3683, -1.5541)
H (6.5057, 3.2863, 1.3654)
H (1.5029, 4.8073, -9.0634)
H (-3.5206, 4.8578, -1.7145)
H (1.4177, -2.7617, 2.2564)
H (-3.3072, 5.7501, 2.4566)
H (2.1622, 2.2196, -2.3911)
H (-7.1363, -8.9820, -2.0395)
H (-3.0240, -6.6474, -1.4907)
H (-0.3853, -2.6188, -1.1809)
H (0.2091, -0.5135, -3.7334)
H (0.1666, 3.6488, 2.2230)
H (1.7829, -0.0977, 0.4149)
H (1.3620, -2.8301, 0.4552)
H (-0.1180, 3.3748, -7.8339)
H (-4.5062, 7.0991, -2.1485)
H (-3.4007, -12.4070, 4.2716)
H (6.0477, 9.1674, 6.5620)
H (-5.3778, -5.7344, 0.0969)
H (-1.4415, 1.7081, 1.9211)
H (-1.4480, -4.7567, -1.9103)
H (3.9433, 10.3840, 6.1103)
H (-4.2712, 8.0047, 2.0268)
H (3.1500, 10.6482, 3.7840)
H (4.6508, 3.0671, -1.3303)
H (-3.5978, -13.7598, 2.2130)
H (-1.8551, -10.4793, 4.3359)
H (4.4756, 9.6959, 1.9042)
H (-6.5789, -6.4342, 2.1626)
H (-0.2699, 3.0777, 0.2314)
H (0.7798, 2.1856, -3.3172)
H (-0.4947, -9.9111, 2.3291)
H (-2.2449, -13.1728, 0.2063)
H (2.9291, 2.3906, -4.9923)
H (5.8252, 5.9794, 1.3492)
H (-0.5584, 0.3188, 2.6158)
H (-1.7953, 1.3457, -2.8596)
H (3.0183, 2.9526, 3.0335)
H (-8.0500, -8.4198, 2.1195)
H (1.8500, -7.2315, -0.8303)
H (-1.9042, -2.5731, -0.2671)
H (5.4543, 2.9259, 2.7220)
H (7.3556, 8.2050, 4.6755)
H (-2.8374, 2.3094, -1.1609)
H (4.6187, 5.8589, 2.6281)
H (0.5973, 2.1709, -5.7996)
H (3.8033, 4.6371, -1.5410)
H (5.3931, 1.9146, 1.2502)
H (4.2162, 6.6440, 1.0696)
H (0.6385, 2.5099, 3.4683)
H (-8.3300, -9.6996, 0.0242)
H (5.5296, 4.5944, -1.1901)

calculated total energy = -133873.8766 eV
ΔE to the lowest compared entry with this formula, charge and spin = 0.0 kJ/mol
HOMO-LUMO gap = 8.073 eV
charge = +1


No. 2
A structure of composition C36H21F15GeN5O5SSr. Source: the Open Molecules 2025 dataset; level of theory: ωB97M-V/def2-TZVPD.

Element x y z (Å)
Sr (0.2016, 0.9120, -0.5623)
Ge (-0.8317, -1.2094, 2.7985)
S (-0.3062, 0.8255, 2.4680)
F (-6.3716, -2.0003, 0.3107)
F (2.2569, -1.2858, 2.5756)
F (3.9006, -2.7969, 1.1231)
F (-0.8995, -2.2113, 8.8406)
F (0.6746, -3.7743, 7.2764)
F (-2.4472, -0.2859, 7.7186)
F (2.9386, -4.9080, -0.2907)
F (-2.4263, 0.0721, 5.0575)
F (-3.6769, -2.3057, 4.1155)
F (-1.4004, -3.9262, 1.1328)
F (-4.2276, -1.2100, -1.1706)
F (0.7183, -3.4270, 4.6314)
F (0.2732, -5.4577, -0.2529)
F (-6.0657, -2.5389, 2.9501)
F (-1.8197, -0.9691, -0.0157)
O (1.1212, -3.2899, -2.3817)
O (1.1102, -1.4331, -1.1132)
O (-2.9187, 2.3091, -3.5954)
O (-1.7107, 2.0038, -1.7197)
O (-2.5657, -2.3520, -5.7209)
N (2.5667, 1.4130, 0.7997)
N (-0.7617, -0.3136, -2.6497)
N (2.6032, 0.7910, -2.0806)
N (1.0920, 2.9428, -2.2244)
N (0.4996, 3.5349, 0.2975)
C (2.3165, 1.2436, -3.4226)
C (-0.8817, -2.0290, 7.5187)
C (-1.9845, -1.6528, -4.7062)
C (0.3484, -2.5108, 1.8855)
C (-2.1765, 1.6680, -2.8509)
C (-5.0147, -2.1338, 2.2280)
C (-0.9710, -2.2705, -3.9829)
C (-5.1754, -1.8596, 0.8831)
C (-0.0940, 4.4044, -0.7116)
C (2.5393, 2.7294, 1.4353)
C (-0.0778, -2.6203, 5.3483)
C (-1.7470, 0.2687, -3.3264)
C (0.7524, -4.4158, 0.4245)
C (3.7130, 1.4475, -1.4197)
C (-2.6588, -1.5706, 2.1031)
C (1.3843, 3.3387, -4.5421)
C (2.1064, -4.1451, 0.4082)
C (1.7148, -2.2974, 1.8641)
C (1.5728, 2.5683, -3.4033)
C (-1.6667, -1.0458, 6.9435)
C (2.5902, -3.0793, 1.1397)
C (-0.3851, -1.5550, -2.9552)
C (-0.0826, -2.8223, 6.7194)
C (3.7703, 1.0574, 0.0534)
C (-0.8461, -1.6479, 4.7352)
C (0.7202, -2.1656, -2.0763)
C (-2.8644, -1.3190, 0.7581)
C (-1.6338, -0.8736, 5.5730)
C (-4.0871, -1.4516, 0.1316)
C (-2.3829, -0.3633, -4.3800)
C (-0.0930, -3.6016, 1.1548)
C (0.6713, 4.5212, -4.4231)
C (0.1925, 4.9134, -3.1837)
C (0.4238, 4.0830, -2.0975)
C (-3.7666, -1.9922, 2.8117)
C (1.9005, 3.8260, 0.5896)
H (4.6707, 1.5030, 0.5013)
H (3.5516, 3.0548, 1.7171)
H (-0.0520, 3.5601, 1.1480)
H (-3.2659, -1.8125, -6.1029)
H (3.2149, 1.3497, -4.0507)
H (3.5761, 2.5275, -1.5151)
H (3.8850, -0.0286, 0.1148)
H (2.6374, -0.2191, -2.0010)
H (0.0755, 5.4722, -0.5062)
H (0.4894, 5.1369, -5.2949)
H (2.4249, 3.9174, -0.3616)
H (-0.6470, -3.2789, -4.1949)
H (1.6764, 0.5001, -3.9054)
H (1.9628, 2.6269, 2.3579)
H (1.7780, 3.0132, -5.4966)
H (-1.1703, 4.2214, -0.7273)
H (-3.1747, 0.1592, -4.9035)
H (4.6837, 1.2086, -1.8840)
H (-0.3670, 5.8318, -3.0631)
H (2.0198, 4.7869, 1.1139)
H (2.3774, 0.7135, 1.5087)

calculated total energy = -164317.7960 eV
ΔE to the lowest compared entry with this formula, charge and spin = 0.4 kJ/mol
HOMO-LUMO gap = 8.140 eV
charge = -1


No. 3
A structure of composition C17H22HgN5Sb at a distorted geometry. Source: the Open Molecules 2025 dataset; level of theory: ωB97M-V/def2-TZVPD.

Element x y z (Å)
Hg (-0.5859, 0.9659, 0.3979)
Sb (-1.2511, 2.0455, -2.7359)
N (1.8824, -0.4624, 1.1191)
N (-0.4797, 2.7329, 2.7368)
N (0.0320, -3.1730, -0.7434)
N (-0.4186, 4.0406, 2.9826)
N (-1.7769, -3.4890, -2.2057)
C (-2.1898, -4.5160, -1.4790)
C (-2.1593, 2.3003, -4.7012)
C (4.0352, -1.4096, 0.7866)
C (0.7727, 2.6718, -3.1375)
C (1.5881, -4.1253, 1.5810)
C (-0.6938, -2.8586, -1.7945)
C (-1.1549, 3.1460, 4.8303)
C (-1.5123, -4.9255, -0.3435)
C (3.5165, -2.6795, 0.9606)
C (-1.8677, 3.8688, -1.7680)
C (2.1621, -2.8282, 1.2515)
C (-0.3486, -4.2190, -0.0059)
C (1.3944, -1.6698, 1.3371)
C (-0.9261, 2.1766, 3.8496)
C (0.4720, -4.6815, 1.0992)
C (-0.8137, 4.3354, 4.2334)
C (3.1742, -0.3236, 0.8638)
H (-0.8260, 5.3381, 4.6067)
H (-0.3619, -2.0125, -2.3848)
H (0.7297, 3.5604, -3.7563)
H (4.1527, -3.5472, 0.8762)
H (-1.9170, 3.2859, -5.0861)
H (2.1462, -4.6729, 2.3284)
H (0.1523, -5.6298, 1.5077)
H (-3.0791, -5.0249, -1.8311)
H (-1.5216, 2.9943, 5.8217)
H (-0.0846, 4.6874, 2.2869)
H (-1.7870, 1.5354, -5.3744)
H (1.3386, 1.8998, -3.6432)
H (-1.2247, 4.0193, -0.9069)
H (5.0889, -1.2611, 0.6065)
H (1.2511, 2.9056, -2.1936)
H (0.3533, -1.7340, 1.6210)
H (-2.8969, 3.7978, -1.4378)
H (-1.7590, 4.6950, -2.4607)
H (3.5366, 0.6858, 0.7303)
H (-1.8496, -5.7572, 0.2547)
H (-3.2342, 2.1956, -4.6002)
H (-1.0590, 1.1163, 3.9201)

2S+1 = 2
calculated total energy = -36140.1419 eV
⟨S²⟩ = 0.7642
ΔE to the lowest compared entry with this formula, charge and spin = 84.4 kJ/mol
HOMO-LUMO gap (alpha / beta) = 8.629 / 5.280 eV
charge = +1